Record 1
Density functional theory data (ωB97M-V/def2-TZVPD) for a gas-phase ion, C13H14N2 (charge +2) in a non-equilibrium geometry.

Last column: Löwdin charge in e.
Atoms and positions in Å:
1 C -3.23290 0.49967 -0.80436  0.008
2 C -2.21629 1.35054 -0.67892  -0.011
3 N -1.06060 1.00104 0.06605  0.017
4 C -0.85723 -0.23264 0.41096  -0.029
5 C -1.76072 -1.33087 0.02272  -0.078
6 C -3.20726 -0.84729 -0.18088  -0.122
7 C 0.48075 -0.55893 1.30026  0.042
8 N 1.66005 -0.32356 0.49650  -0.003
9 C 2.41140 -1.34949 0.06481  0.031
10 C 3.58361 -1.13335 -0.62677  0.034
11 C 4.02124 0.17316 -0.82868  0.044
12 C 3.22974 1.22256 -0.38840  0.064
13 C 2.01453 0.95969 0.24004  -0.141
14 C 1.10851 2.05132 0.55747  0.057
15 C -0.22509 2.06977 0.43423  0.017
16 H -4.12679 0.80930 -1.32491  0.141
17 H -2.22080 2.34225 -1.09924  0.142
18 H -1.37920 -1.75595 -0.91664  0.163
19 H -1.72481 -2.13249 0.76465  0.143
20 H -3.74775 -0.78971 0.77126  0.146
21 H -3.75352 -1.56458 -0.79500  0.141
22 H 0.47297 0.11308 2.16365  0.159
23 H 0.43122 -1.59479 1.63176  0.144
24 H 2.07151 -2.34929 0.29273  0.156
25 H 4.16464 -1.97192 -0.98031  0.141
26 H 4.96089 0.36634 -1.32486  0.144
27 H 3.53260 2.24644 -0.54998  0.146
28 H 1.58814 2.99152 0.79624  0.149
29 H -0.76123 2.99985 0.57025  0.156

Summary:
Energy relative to the best compared isomer or geometry (same formula, charge and spin): 0.00 kcal per mole
Largest force on an atom: 3.08 eV/A
E: -612.65249 Ha
HOMO: -0.6220 Ha
SMILES string: C1=C[N+]2=C(CC1)C[n+]1ccccc1C=C2
Lowest unoccupied orbital energy: -0.3141 hartree
Charge: +2

=====

Record 2
Density functional theory data (ωB97M-V/def2-TZVPD) for C13H14N2O4S in the gas phase in a non-equilibrium geometry.

Last column: Löwdin charge in e.
Atoms and positions in Å:
1 C -4.26490 -2.33280 0.40066  0.073
2 O -3.10230 -2.26626 -0.63891  -0.014
3 C -2.32725 -1.34276 -0.66120  -0.393
4 C -1.33521 -1.56475 -1.72440  0.090
5 C -0.47913 -0.46405 -1.62075  0.036
6 C -0.56886 0.61080 -0.67919  -0.268
7 N 0.31997 1.78921 -0.82165  0.089
8 C 1.68033 1.62238 -1.39271  -0.238
9 C 2.72973 0.91104 -0.71590  -0.448
10 C 2.29356 0.18366 0.62465  0.024
11 C 3.35680 -0.59516 0.93184  -0.205
12 C 4.40304 -0.36516 0.39376  -0.487
13 N 5.78394 -0.91526 0.48448  -0.188
14 O 5.88667 -1.68121 1.58209  -0.002
15 O 6.63874 -0.60687 -0.64623  -0.136
16 S 4.34401 0.57404 -1.15207  1.148
17 C -1.53155 0.82559 -0.01204  -0.149
18 O -1.54213 2.11835 0.93876  -0.082
19 C -2.61453 2.18528 1.76185  -0.135
20 C -2.50426 -0.18068 0.11602  0.053
21 H -4.72397 -3.25985 0.14369  0.080
22 H -4.94519 -1.43336 0.17703  0.132
23 H -3.96974 -2.45055 1.32559  0.030
24 H -1.34485 -2.27463 -2.34276  0.039
25 H 0.36842 -0.35425 -2.45892  0.154
26 H 0.35822 2.26633 -0.09004  0.000
27 H 1.57897 1.23630 -2.37934  0.093
28 H 2.19394 2.63599 -1.48412  0.152
29 H 1.38951 0.32284 0.93589  0.033
30 H 3.39321 -1.36848 1.91634  0.217
31 H -2.28008 2.85606 2.24352  -0.018
32 H -2.48831 1.37648 2.64872  0.151
33 H -3.50273 2.12377 1.25634  0.079
34 H -3.19410 -0.18204 0.93903  0.089

Summary:
Energy relative to the best compared isomer or geometry (same formula, charge and spin): 406.88 kcal per mole
Largest force on an atom: 17.19 eV/A
E: -1311.85123 Ha
HOMO: -0.2855 Ha
SMILES string: COc1ccc(NCc2ccc([N+](=O)[O-])s2)c(OC)c1
Lowest unoccupied orbital energy: -0.0529 hartree

=====

Record 3
Density functional theory data (ωB97M-V/def2-TZVPD) for a gas-phase ion, C13H14N3O2 (charge +1) in a non-equilibrium geometry.

Last column: Löwdin charge in e.
Atoms and positions in Å:
1 C 4.54934 -1.96756 0.59881  -0.104
2 N 4.50367 -0.82147 -0.32013  -0.074
3 C 3.95906 0.37396 0.29344  -0.140
4 N 2.47613 0.43825 0.18008  -0.018
5 C 1.71476 -0.00093 1.19659  0.012
6 C 0.34799 -0.00309 1.12187  0.054
7 C -0.27938 0.46426 -0.03704  -0.108
8 C -1.75558 0.42889 -0.13801  -0.146
9 C -2.36134 0.09145 -1.34704  0.041
10 C -3.73222 0.02998 -1.40390  0.019
11 N -4.47901 0.28701 -0.33477  0.073
12 C -6.06315 0.19534 -0.49129  -0.696
13 O -6.50753 1.23149 -0.93101  0.085
14 O -6.48095 -0.88243 -0.13892  0.087
15 C -3.92714 0.61980 0.82261  0.018
16 C -2.56026 0.70207 0.96346  0.038
17 C 0.52927 0.94287 -1.06881  0.052
18 C 1.89042 0.91893 -0.92625  0.014
19 H 5.21526 -1.74669 1.42953  0.089
20 H 4.95429 -2.82493 0.06769  0.090
21 H 3.56984 -2.27528 0.98431  0.074
22 H 3.89564 -1.09331 -1.08541  0.110
23 H 4.22664 0.35390 1.34545  0.135
24 H 4.39504 1.24212 -0.19401  0.138
25 H 2.21713 -0.35786 2.08269  0.150
26 H -0.23045 -0.36780 1.95656  0.137
27 H -1.74970 -0.12417 -2.20996  0.128
28 H -4.25507 -0.25285 -2.30608  0.161
29 H -4.57141 0.80331 1.67035  0.161
30 H -2.11882 0.97973 1.90885  0.128
31 H 0.09206 1.33445 -1.97500  0.139
32 H 2.53548 1.28052 -1.71469  0.157

Summary:
Largest force on an atom: 2.73 eV/A
E: -818.27011 Ha
HOMO: -0.4366 Ha
SMILES string: CNC[n+]1ccc(-c2cc[n+](C(=O)[O-])cc2)cc1
Lowest unoccupied orbital energy: -0.1956 hartree
Charge: +1

=====

Record 4
Density functional theory data (ωB97M-V/def2-TZVPD) for a gas-phase ion, C13H14NO (charge +1) in a non-equilibrium geometry.

Last column: Löwdin charge in e.
Atoms and positions in Å:
1 C 3.81375 0.26176 -0.00316  0.009
2 C -0.22629 2.86152 -0.23377  -0.076
3 C 3.09619 1.44900 0.14591  0.059
4 C 1.07415 2.84094 0.00015  -0.005
5 C 3.01968 -0.85948 0.07869  0.005
6 C -1.05808 1.72688 -0.37380  0.063
7 C 1.69674 1.55394 0.09121  -0.117
8 C 0.91175 0.36837 0.10323  -0.039
9 C 1.62356 -0.86905 0.06689  -0.113
10 C -0.47340 0.44623 -0.08015  -0.196
11 C 0.96115 -2.12400 0.05587  -0.018
12 C -1.93587 -0.86154 1.37478  -0.011
13 C -2.20080 -0.86992 -1.17193  -0.073
14 N -1.40395 -0.60027 0.03332  -0.277
15 O 1.34960 -3.26746 -0.40177  0.162
16 H 4.81222 0.18756 0.19253  0.096
17 H -0.62486 3.78706 -0.64184  0.124
18 H 3.49781 2.35768 -0.10722  0.104
19 H 1.57555 3.74739 0.16329  0.118
20 H 3.55178 -1.79329 0.00970  0.121
21 H -2.17343 1.94542 -0.42931  0.158
22 H -0.08335 -2.21300 0.47236  0.138
23 H -0.97245 -1.33394 1.81109  0.106
24 H -2.07996 0.03325 1.86268  0.062
25 H -2.75674 -1.59037 1.31813  0.109
26 H -3.32859 -0.90527 -0.93823  0.111
27 H -2.03566 -0.21967 -2.01068  0.066
28 H -1.94790 -1.90520 -1.71449  0.115
29 H 2.27950 -3.14307 -0.84844  0.197

Summary:
Energy relative to the best compared isomer or geometry (same formula, charge and spin): 31.70 kcal per mole
Largest force on an atom: 4.61 eV/A
E: -633.41208 Ha
HOMO (alpha / beta): -0.4341 / -0.4341 Ha
Lowest unoccupied orbital energy (alpha / beta): -0.1962 / -0.1962 hartree
Charge: +1

=====

Record 5
Density functional theory data (ωB97M-V/def2-TZVPD) for C13H14O3 in the gas phase in a non-equilibrium geometry.

Last column: Löwdin charge in e.
Atoms and positions in Å:
1 C -0.68909 -4.65395 -0.03918  -0.137
2 C -0.89564 -3.46790 -0.97836  -0.216
3 C 0.22741 -2.49244 -0.60257  -0.102
4 C 0.28768 -1.32626 -1.14407  -0.019
5 C 0.55174 -0.22460 -1.79467  -0.053
6 C 0.02490 1.18408 -1.60312  -0.218
7 C -1.59064 1.39456 -1.42066  -0.079
8 O -1.86409 1.54919 -0.03864  -0.033
9 C -0.69701 1.89448 0.57466  -0.157
10 C -0.46143 2.28168 1.87274  -0.254
11 O -1.42525 2.31429 2.82584  0.079
12 C 0.83846 2.58094 2.23065  0.055
13 C 1.91703 2.47795 1.33289  -0.349
14 O 3.11502 2.72194 1.86120  0.075
15 C 1.74630 2.04551 0.05260  0.058
16 C 0.39516 1.74350 -0.33808  -0.136
17 H -0.71522 -4.36417 0.98659  0.067
18 H 0.26415 -5.20855 -0.20620  0.094
19 H -1.44486 -5.31974 -0.14625  0.025
20 H -1.91714 -3.04967 -0.63906  0.140
21 H -0.85128 -3.78586 -1.97385  0.085
22 H 0.97355 -2.78523 0.10609  0.108
23 H 1.41600 -0.21267 -2.48101  0.122
24 H 0.34204 1.75154 -2.50088  0.148
25 H -2.10572 2.26562 -1.89029  0.137
26 H -2.01568 0.43034 -1.71049  0.116
27 H -2.30097 2.19481 2.41965  0.119
28 H 1.11930 2.82198 3.23615  0.123
29 H 3.13852 3.28240 2.59513  0.077
30 H 2.61677 1.95622 -0.58682  0.126

Summary:
Energy relative to the best compared isomer or geometry (same formula, charge and spin): 98.37 kcal per mole
Largest force on an atom: 4.60 eV/A
E: -729.36995 Ha
HOMO: -0.2837 Ha
SMILES string: CCC=C=C[C@H]1COc2c(O)cc(O)cc21
Lowest unoccupied orbital energy: 0.0281 hartree

=====

Record 6
Density functional theory data (ωB97M-V/def2-TZVPD) for a molecular structure, C13H15BBiF6N6O6S3.

Last column: Löwdin charge in e.
Atoms and positions in Å:
1 Bi -0.21541 0.04218 0.47104  1.607
2 C -4.16770 -1.98987 -0.26259  -0.035
3 C -3.14845 -0.87850 -0.35074  -0.287
4 N -2.26398 -0.76384 0.68501  -0.258
5 N -2.56385 -1.42952 1.83847  -0.026
6 C -1.76033 -1.43790 2.81391  -0.831
7 N -2.11420 -2.01085 4.02582  0.036
8 S -0.12696 -0.68627 2.83808  0.503
9 C -3.13512 -0.11202 -1.48967  -0.187
10 C -3.84519 -0.50859 -2.67572  -0.052
11 C -3.52602 -0.02653 -3.89310  -0.097
12 C -2.38895 0.85944 -4.01967  -0.078
13 C -1.84985 1.40701 -2.92948  -0.066
14 N -2.41106 1.14331 -1.64738  0.018
15 H -4.16893 -2.39391 0.74263  0.055
16 H -3.91648 -2.78896 -0.96212  0.089
17 H -5.16463 -1.62022 -0.50048  0.082
18 H -2.87563 -2.66657 3.95811  0.085
19 H -1.33681 -2.32052 4.58284  0.058
20 H -4.60510 -1.27347 -2.58379  0.097
21 H -4.06049 -0.34616 -4.77724  0.089
22 H -1.95963 1.06633 -4.98986  0.101
23 H -1.00688 2.08228 -2.94358  0.112
24 F 1.56618 0.39032 -2.85835  0.105
25 C 2.87332 0.11166 -2.72616  -0.667
26 F 3.02980 -1.20429 -2.83734  0.147
27 F 3.54421 0.70337 -3.71342  0.139
28 S 3.44159 0.73232 -1.06554  0.573
29 O 2.48760 0.13705 -0.16374  -0.426
30 O 4.80673 0.33830 -0.95730  -0.261
31 N 3.33860 2.29739 -1.21006  -0.288
32 S 1.96695 3.07412 -1.18291  0.564
33 O 1.49708 3.46842 -2.47565  -0.274
34 O 0.99153 2.57657 -0.24643  -0.430
35 C 2.57693 4.63930 -0.39292  -0.672
36 F 1.55059 5.48794 -0.23924  0.121
37 F 3.08900 4.37854 0.81341  0.130
38 F 3.50656 5.24206 -1.13443  0.136
39 B 1.16541 -4.52712 -0.28196  -0.410
40 C 0.66625 -3.07442 -0.21409  -0.178
41 N 0.29202 -1.98131 -0.12513  -0.068
42 H 1.49852 -4.76882 0.85613  0.010
43 H 2.09800 -4.55166 -1.04539  0.007
44 H 0.24823 -5.22383 -0.64088  0.004
45 C -2.32754 4.52825 -0.55880  -0.033
46 O -2.25687 3.36697 -1.38375  -0.041
47 C -2.66770 2.21627 -0.82115  -0.563
48 O -3.14879 2.14450 0.28915  0.087
49 H -1.54548 5.19737 -0.90321  0.090
50 H -2.17310 4.26781 0.48580  0.092
51 H -3.30583 4.99758 -0.66954  0.093

Summary:
Energy relative to the best compared isomer or geometry (same formula, charge and spin): 4.71 kcal per mole
Largest force on an atom: 0.87 eV/A
E: -3317.63991 Ha
HOMO: -0.1624 Ha
Lowest unoccupied orbital energy: 0.0828 hartree
Charge: -1

=====

E of number 1 (C13H14N2)? -612.65249 Ha

=====

What is the E in the fifth record? -729.36995 Ha